No. 1
{"formula": "C4H13N3", "method": "ωB97M-V/def2-TZVPD", "orbital_gap_ha": 0.342, "e_above_lowest_kj_mol": 77.3, "total_charge": 0, "lumo_energy_ha": 0.039, "species": ["C", "N", "C", "C", "N", "C", "N", "H", "H", "H", "H", "H", "H", "H", "H", "H", "H", "H", "H", "H"], "positions_angstrom": [[-1.71052, 0.39008, 0.37488], [-2.36107, -0.36528, 1.41926], [-0.19770, 0.13208, 0.34825], [0.50373, 0.69399, 1.57321], [0.41350, 0.55091, -0.89748], [1.08395, -0.43311, -1.70057], [2.34014, -0.86140, -1.07643], [-1.87081, 1.46124, 0.56024], [-2.09939, 0.18031, -0.62137], [-2.98412, -1.10485, 1.13757], [-2.81416, 0.18978, 2.12434], [-0.12944, -0.96597, 0.36379], [-0.14850, 0.69537, 2.44128], [0.84321, 1.71048, 1.36955], [1.38202, 0.09989, 1.81532], [-0.05560, 1.28295, -1.41096], [0.42701, -1.30494, -1.85606], [1.32817, 0.02094, -2.65462], [2.97738, -1.23022, -1.76997], [2.15714, -1.59216, -0.40007]], "nbo_charge": [-0.221, -0.862, -0.053, -0.615, -0.655, -0.038, -0.844, 0.177, 0.183, 0.368, 0.366, 0.171, 0.205, 0.211, 0.213, 0.371, 0.129, 0.186, 0.358, 0.350]}

=====

No. 2
{"formula": "C36H23F14GdN3O4PS", "method": "ωB97M-V/def2-TZVPD", "orbital_gap_ha": [0.290, 0.188], "s_squared": 16.044, "total_charge": 0, "multiplicity": 8, "lumo_energy_ha": [-0.012, -0.114], "species": ["Gd", "O", "N", "C", "C", "C", "C", "C", "S", "H", "H", "H", "H", "C", "C", "N", "O", "C", "C", "N", "O", "H", "H", "H", "H", "H", "H", "H", "F", "C", "C", "F", "C", "F", "C", "O", "C", "F", "C", "F", "F", "C", "F", "F", "C", "C", "C", "C", "C", "C", "P", "C", "C", "C", "C", "C", "C", "C", "F", "F", "F", "C", "C", "C", "C", "C", "C", "C", "F", "F", "F", "H", "H", "H", "H", "H", "H", "H", "H", "H", "H", "H", "H"], "positions_angstrom": [[12.23043, 12.06707, 10.39034], [12.00830, 9.78473, 9.90798], [10.90928, 9.30283, 9.27045], [10.51669, 7.98967, 9.53617], [9.54579, 7.37595, 8.85944], [8.99064, 8.03067, 7.72879], [9.53565, 9.24421, 7.34203], [10.41027, 9.99005, 8.20075], [10.93840, 11.62377, 7.92673], [11.00992, 7.65912, 10.41916], [9.27762, 6.37808, 9.13633], [8.28096, 7.51330, 7.12546], [8.99599, 9.79481, 6.61252], [17.31597, 14.64531, 11.15003], [16.24542, 13.81184, 10.52474], [16.46919, 12.60977, 10.11915], [17.76770, 12.13682, 10.36896], [15.00477, 14.51250, 10.10041], [15.13212, 15.87535, 9.42441], [13.93488, 13.78766, 10.25133], [12.74954, 14.07818, 9.64704], [17.03472, 15.66718, 11.36734], [18.28544, 14.56604, 10.60693], [17.55975, 14.14896, 12.14094], [17.76129, 11.26466, 9.97817], [14.98567, 16.66469, 10.12523], [14.47708, 16.01650, 8.59107], [16.13307, 16.01537, 9.02126], [7.35283, 13.93944, 15.90934], [8.12171, 13.49192, 14.96146], [9.08394, 14.35413, 14.47088], [9.07188, 15.68268, 14.73472], [10.02875, 13.87477, 13.60809], [10.92051, 14.72975, 13.06033], [9.96666, 12.52980, 13.04135], [10.80974, 12.18911, 12.12658], [8.97336, 11.75835, 13.56472], [8.81013, 10.48533, 13.19209], [8.05516, 12.18698, 14.53347], [7.16661, 11.25745, 14.96456], [13.58956, 13.85557, 18.73770], [13.01785, 14.18310, 17.57811], [11.68928, 14.06676, 17.76985], [13.30072, 15.45846, 17.29296], [13.42022, 13.26600, 16.45699], [13.90918, 13.75999, 15.31826], [14.15590, 12.97132, 14.20284], [13.76657, 11.62207, 14.24761], [13.28491, 11.13410, 15.45100], [13.14246, 11.91403, 16.58229], [13.71937, 10.67433, 12.74061], [12.88203, 9.11391, 13.06133], [13.52974, 7.87527, 13.37581], [12.70114, 6.79621, 13.63398], [11.31191, 6.88379, 13.67159], [10.70632, 8.11842, 13.46685], [11.48866, 9.15881, 13.07906], [10.46307, 5.77250, 14.24552], [11.15260, 4.81619, 14.89853], [9.76589, 5.18399, 13.12737], [9.49336, 6.21073, 15.06267], [15.41357, 10.08854, 12.50322], [16.52283, 10.41269, 13.29793], [17.79522, 9.93108, 12.95480], [17.95079, 9.21293, 11.81375], [16.84714, 8.88658, 10.98012], [15.62823, 9.31315, 11.33894], [19.26815, 8.65573, 11.41614], [20.27416, 9.21735, 12.18218], [19.62634, 8.82840, 10.14860], [19.27355, 7.32354, 11.66318], [14.23702, 14.76841, 15.40074], [14.56546, 13.33359, 13.31456], [12.83049, 10.14542, 15.54799], [12.64064, 11.41786, 17.41383], [14.61101, 7.68748, 13.50456], [13.04324, 5.79142, 13.87949], [9.61821, 8.20656, 13.52705], [11.02730, 10.11419, 12.99986], [16.40135, 10.95810, 14.21354], [18.67891, 10.10392, 13.54864], [17.04415, 8.43454, 9.99556], [14.82008, 9.13688, 10.62256]], "mulliken_charge": [0.911, -0.241, 0.120, -0.319, -0.782, -0.229, -0.891, 0.721, -0.338, 0.583, 0.435, 0.406, 0.386, -1.428, 1.099, -0.234, -0.410, -0.125, -1.537, 0.190, -0.640, 0.427, 0.347, 0.318, 0.380, 0.352, 0.378, 0.400, -0.326, 0.759, 0.104, -0.307, 0.118, -0.376, -0.065, -0.302, 0.538, -0.374, -0.046, -0.302, -0.274, 0.830, -0.246, -0.289, 0.138, -0.877, -0.992, 0.368, -0.099, -1.008, 2.397, 0.701, -0.528, -0.766, 0.117, -0.344, -0.591, 0.652, -0.269, -0.280, -0.241, 0.201, -0.572, -0.810, -0.017, -0.951, -0.359, 0.842, -0.301, -0.257, -0.261, 0.577, 0.692, 0.284, 0.416, 0.328, 0.460, 0.496, -0.524, 0.494, 0.521, 0.376, 0.273]}

=====

No. 3
{"formula": "Br3Ca", "method": "ωB97M-V/def2-TZVPD", "orbital_gap_ha": 0.265, "e_above_lowest_kj_mol": 0.0, "total_charge": -1, "lumo_energy_ha": 0.067, "species": ["Ca", "Br", "Br", "Br"], "positions_angstrom": [[-0.20050, -0.65358, -0.68390], [-0.35810, -1.51466, 2.05054], [-1.85117, 1.72228, -1.14680], [2.40976, 0.44596, -0.21985]], "nbo_charge": [1.707, -0.901, -0.907, -0.899]}

=====

No. 4
{"formula": "C4H10N5O", "method": "ωB97M-V/def2-TZVPD", "orbital_gap_ha": 0.300, "e_above_lowest_kj_mol": 365.1, "total_charge": 1, "lumo_energy_ha": -0.162, "species": ["C", "C", "C", "C", "N", "N", "N", "N", "N", "O", "H", "H", "H", "H", "H", "H", "H", "H", "H", "H"], "positions_angstrom": [[-1.90145, 1.87517, -1.83083], [3.26804, -0.72834, 1.61282], [-1.78475, -0.47219, -1.65846], [-2.75176, 0.92529, 0.16715], [1.93001, -0.71743, 2.13209], [0.95244, -0.24384, 1.68408], [-0.08710, 0.10729, 1.42324], [-2.14087, 0.85296, -1.16041], [3.24306, -0.97269, 0.18763], [-1.69335, 2.81314, -2.43750], [3.72787, 0.24965, 1.80484], [3.79942, -1.48792, 2.20349], [-2.69551, -1.02334, -1.90606], [-1.15999, -0.39690, -2.54732], [-1.24249, -0.99902, -0.87090], [-1.99469, 0.64237, 0.90775], [-3.11566, 1.92941, 0.37493], [-3.58300, 0.22206, 0.20653], [3.15664, -1.95973, -0.02539], [4.07312, -0.61592, -0.26769]], "nbo_charge": [1.004, -0.070, -0.409, -0.428, -0.281, 0.311, -0.238, -0.404, -0.854, -0.285, 0.201, 0.201, 0.241, 0.241, 0.257, 0.283, 0.239, 0.239, 0.370, 0.381]}

=====

no.,DFT total energy (eV)
1,-8828.611
2,-129366.859
3,-228573.636
4,-13798.207